This record from OMol25 describes a cluster of 13 separate species, C43H47F9N4O27 in total at a distorted geometry. The level of theory is wB97M-V/def2-TZVPD.

## Properties
* E_tot: -4815.73183 Ha
* total charge: +1
* HOMO-LUMO gap (alpha / beta): 6.95 / 2.62 eV
* LUMO energy (alpha / beta): -2.58 / -6.91 eV
* E_HOMO (alpha / beta): -9.53 / -9.53 eV
* multiplicity: 2

```
130
Properties=species:S:1:pos:R:3:forces:R:3
C -1.816 -3.207 -3.699 2.221 -0.492 0.077
C -2.721 -3.466 -2.528 -0.434 0.209 -1.077
O -3.252 -2.170 -2.318 -0.863 -1.454 1.874
C -2.484 -1.225 -2.856 -0.790 1.712 -1.034
O -2.650 -0.041 -2.709 0.547 -1.468 0.298
O -1.658 -1.799 -3.717 0.593 0.453 -1.077
F -2.081 -3.959 -1.423 -0.130 0.422 -0.102
H -2.130 -3.721 -4.607 -0.643 0.931 -0.311
H -0.783 -3.539 -3.595 -0.161 -0.513 0.591
H -3.489 -4.162 -2.865 -0.337 0.128 0.852
C 0.445 0.846 5.606 -0.055 -0.350 0.262
C 0.040 2.288 6.029 -0.386 -1.806 -2.642
O 0.687 3.054 4.985 -0.463 -0.711 1.621
C 1.716 2.320 4.502 3.301 3.509 -2.662
O 2.645 2.907 3.876 -3.322 -3.202 2.133
O 1.573 1.020 4.743 0.456 0.550 -0.196
F 0.506 2.552 7.232 0.759 0.823 1.235
H -0.329 0.303 5.063 -0.085 0.284 -0.020
H 0.818 0.211 6.409 -0.353 0.299 0.316
H -1.042 2.419 6.002 0.115 0.452 -0.163
C 2.781 0.935 -3.930 -1.134 -0.122 1.319
C 1.874 0.393 -5.039 2.325 -1.370 0.554
O 2.689 0.483 -6.188 0.666 0.170 0.590
C 3.675 1.403 -5.911 1.476 3.493 -1.732
O 4.298 2.068 -6.724 -1.507 -2.675 1.886
O 3.759 1.672 -4.562 0.528 -0.379 -1.979
F 0.829 1.160 -5.226 -1.981 1.242 -0.191
H 3.237 0.199 -3.268 -0.193 -0.302 -0.236
H 2.180 1.603 -3.312 0.003 -0.113 0.142
H 1.556 -0.633 -4.855 -0.076 -0.052 -0.317
C -0.081 -1.307 0.629 0.314 -0.158 0.918
C -0.768 -0.388 1.595 0.191 -0.541 0.455
O -0.936 0.806 0.821 -1.340 -0.650 0.509
C -0.133 0.685 -0.236 1.817 3.449 -3.304
O 0.087 1.449 -1.179 -1.704 -0.750 2.616
O 0.635 -0.359 -0.136 1.069 -2.683 -0.128
F 0.080 -0.056 2.643 -0.072 -0.072 -0.418
H -0.784 -1.887 0.031 -0.087 0.147 -0.157
H 0.541 -2.002 1.193 0.348 0.131 -0.282
H -1.608 -0.942 2.013 -0.731 1.342 -0.075
C 0.931 4.033 -3.952 -0.773 -3.191 0.408
C 0.678 5.357 -3.391 -0.257 0.774 -0.869
O 1.282 6.108 -4.368 -0.192 2.779 -1.272
C 2.159 5.393 -5.094 2.310 2.115 -3.336
O 2.868 5.808 -6.010 -1.919 -0.682 2.674
O 2.088 4.159 -4.707 1.753 -1.686 0.096
F 1.398 5.635 -2.270 -0.153 -0.318 0.953
H 0.224 3.683 -4.704 -0.699 0.324 0.825
H 1.054 3.264 -3.189 -0.052 0.001 -0.017
H -0.379 5.611 -3.306 0.132 0.153 0.413
C 2.066 -4.530 -3.660 -0.209 -0.579 -0.529
C 3.510 -4.226 -3.672 0.073 -0.711 0.554
O 3.635 -3.298 -2.545 -0.096 -0.229 -1.736
C 2.426 -2.640 -2.561 1.792 4.849 4.623
O 2.169 -1.580 -1.930 1.673 -3.603 -1.867
O 1.561 -3.286 -3.177 -4.091 -2.248 -2.408
F 3.776 -3.634 -4.867 0.715 0.280 0.627
H 1.823 -5.399 -3.049 -0.199 0.445 0.582
H 1.759 -4.794 -4.672 -0.386 0.622 0.019
H 4.026 -5.178 -3.546 1.043 0.678 0.191
C -5.237 1.081 -1.094 0.896 1.888 0.949
C -6.237 0.046 -0.723 0.525 1.104 -0.711
O -5.353 -0.939 -0.206 -4.660 -2.450 -1.017
C -4.419 -0.387 0.432 5.109 -0.684 2.305
O -3.726 -1.057 1.236 -1.446 2.840 -2.020
O -4.214 0.868 -0.055 0.019 -0.576 0.393
F -6.867 -0.391 -1.807 -0.452 -0.915 -0.554
H -5.575 2.102 -0.916 -0.117 -0.077 -0.189
H -4.849 1.006 -2.110 0.239 -0.394 0.199
H -6.978 0.459 -0.039 0.021 -0.754 0.560
C 0.324 4.611 0.057 -1.803 -0.863 0.850
C 0.083 3.933 1.441 1.262 -0.474 -1.850
O -1.298 3.941 1.699 0.789 -0.971 0.578
C -1.922 4.428 0.649 -2.417 1.517 -1.604
O -3.125 4.587 0.532 1.977 -0.682 0.406
O -1.052 4.813 -0.295 -0.259 0.442 -1.180
F 0.684 4.681 2.322 0.979 1.401 2.376
H 0.789 3.984 -0.704 -0.040 0.019 0.335
H 0.821 5.576 0.162 -0.011 -0.197 0.067
H 0.541 2.945 1.489 -0.569 -0.342 0.209
C 1.651 -5.781 2.342 1.133 -0.166 0.489
C 1.462 -5.615 0.854 -1.484 -0.251 0.646
O 2.710 -5.953 0.280 -2.888 -0.951 -2.049
C 3.632 -5.618 1.115 2.852 1.679 2.872
O 4.800 -5.406 0.835 -2.508 -0.514 0.919
O 3.027 -5.431 2.370 2.539 0.272 -0.344
F 1.282 -4.273 0.581 -0.103 0.132 -0.116
H 1.548 -6.744 2.842 -0.065 -0.711 -1.014
H 1.090 -5.178 3.055 0.060 0.837 -0.786
H 0.573 -6.135 0.499 0.609 -0.264 -0.768
N -3.561 1.301 5.671 -0.117 -0.724 0.915
C -3.170 0.640 4.554 0.242 -0.549 -1.091
C -3.189 1.506 3.470 -0.299 0.847 1.648
C -3.577 2.785 4.043 -0.512 -0.409 0.091
C -3.874 2.577 5.381 0.822 0.995 -0.777
H -3.581 0.946 6.617 -0.083 -0.225 -0.378
H -2.957 -0.418 4.581 -0.032 0.028 0.033
H -3.022 1.254 2.433 0.106 0.143 0.163
H -3.686 3.750 3.570 0.009 -0.226 -0.283
H -4.157 3.243 6.182 -0.059 0.119 -0.267
N 3.954 -1.889 0.586 0.606 0.893 0.538
C 5.269 -2.270 0.715 -1.818 -1.926 -2.092
C 5.766 -1.880 1.922 -0.551 1.465 2.453
C 4.731 -1.126 2.524 2.662 -0.432 1.077
C 3.671 -1.081 1.643 -1.623 -0.712 -1.953
H 3.358 -2.065 -0.210 -0.145 0.368 -0.396
H 5.614 -2.978 -0.024 0.530 0.190 0.030
H 6.717 -2.195 2.325 -0.077 0.297 0.026
H 4.692 -0.665 3.499 0.266 0.018 -0.057
H 2.737 -0.541 1.662 -0.028 0.056 0.268
N -2.618 2.876 -3.037 0.556 -0.513 -0.919
C -2.008 2.603 -4.253 -0.513 1.739 -0.708
C -2.167 3.744 -5.061 -0.987 -0.101 1.777
C -2.949 4.698 -4.272 0.795 -0.929 -0.725
C -3.181 4.124 -3.052 0.041 -0.127 0.287
H -2.539 2.229 -2.266 -0.183 0.294 -0.020
H -1.536 1.658 -4.477 -0.033 0.143 0.265
H -1.793 3.985 -6.045 -0.026 -0.481 -0.037
H -3.299 5.657 -4.624 0.069 -0.036 0.164
H -3.673 4.496 -2.165 0.027 0.059 -0.086
N -0.564 -4.083 5.488 0.265 1.223 -3.079
C 0.127 -3.547 6.500 1.057 -0.171 0.415
C 1.199 -2.786 5.976 -1.685 -0.200 0.469
C 1.009 -2.773 4.551 0.679 0.649 0.889
C -0.066 -3.526 4.293 -1.987 -2.207 0.095
H -1.376 -4.684 5.479 0.206 0.238 0.509
H -0.291 -3.892 7.435 0.952 0.617 0.663
H 1.886 -2.167 6.534 0.018 -0.285 0.036
H 1.542 -2.210 3.799 0.183 -0.014 0.206
H -0.563 -3.845 3.389 0.132 0.331 -0.177
```
Positions in Å, forces in eV/Å.